# 1
ORCA calculation (wB97M-V/def2-TZVPD) on a cluster of 8 separate species, C27H66N2O16 in total.

Cartesian coordinates (Å):
C -6.938 6.660 23.434
C -6.290 8.033 23.391
O -7.288 9.023 23.147
C -6.871 10.197 22.685
O -5.745 10.467 22.355
O -7.909 11.021 22.649
C -7.617 12.370 22.280
H -7.170 6.328 24.447
H -6.320 5.902 22.950
H -7.886 6.585 22.893
H -5.540 8.042 22.600
H -5.815 8.262 24.344
H -7.251 12.917 23.151
H -8.559 12.830 21.991
H -6.915 12.451 21.457
C 2.778 4.828 14.863
C 2.809 3.448 15.467
O 2.164 3.440 16.758
C 0.840 3.364 16.733
O 0.163 3.214 15.755
O 0.390 3.449 17.993
C -0.989 3.784 18.147
H 3.238 4.812 13.874
H 3.311 5.536 15.492
H 1.749 5.166 14.734
H 3.839 3.178 15.708
H 2.418 2.658 14.830
H -1.411 4.192 17.230
H -1.046 4.569 18.900
H -1.553 2.911 18.463
C -9.717 17.870 11.581
C -9.721 16.713 12.555
O -9.851 15.506 11.821
C -9.448 14.404 12.436
O -9.134 14.322 13.598
O -9.473 13.402 11.567
C -8.927 12.170 12.050
H -9.976 18.799 12.085
H -10.379 17.709 10.731
H -8.721 17.991 11.148
H -10.535 16.779 13.283
H -8.803 16.718 13.145
H -7.849 12.275 12.181
H -9.096 11.437 11.268
H -9.409 11.865 12.974
C -7.338 13.020 15.979
O -6.345 12.023 16.076
C -5.450 12.180 17.171
C -6.055 11.721 18.477
N -5.018 11.584 19.493
C -3.994 10.588 19.310
C -4.493 9.142 19.185
O -3.410 8.359 18.738
C -3.755 7.019 18.490
H -7.903 13.129 16.910
H -7.990 12.735 15.161
H -6.875 13.989 15.761
H -5.036 13.196 17.181
H -4.608 11.530 16.917
H -6.581 10.776 18.273
H -6.769 12.431 18.901
H -5.373 11.563 20.435
H -3.319 10.650 20.166
H -3.376 10.777 18.428
H -5.305 9.103 18.441
H -4.901 8.806 20.150
H -4.026 6.891 17.434
H -4.548 6.670 19.153
H -2.864 6.403 18.638
C -2.179 12.501 22.352
O -1.773 13.678 21.703
C -2.458 13.853 20.473
C -2.265 15.268 20.021
N -3.068 16.197 20.804
C -2.614 17.563 20.687
C -3.398 18.495 21.573
O -2.944 18.285 22.905
C -3.436 19.254 23.794
H -2.002 11.651 21.671
H -3.268 12.490 22.509
H -1.637 12.332 23.274
H -3.514 13.578 20.578
H -2.029 13.172 19.719
H -2.531 15.335 18.962
H -1.188 15.483 20.118
H -3.023 15.930 21.783
H -2.682 17.893 19.643
H -1.551 17.729 20.949
H -4.469 18.243 21.554
H -3.280 19.550 21.304
H -2.997 19.083 24.773
H -4.533 19.222 23.871
H -3.174 20.271 23.462
C -2.919 8.767 14.797
O -2.152 8.038 13.822
H -2.268 9.478 15.313
H -3.700 9.244 14.225
H -3.325 8.090 15.552
H -1.407 7.618 14.258
C -2.745 8.970 23.205
O -1.347 9.182 23.246
H -3.061 7.948 22.952
H -3.268 9.218 24.138
H -3.166 9.599 22.421
H -0.993 8.509 23.836
C -6.398 9.094 14.381
O -6.413 9.223 15.776
H -5.849 9.892 13.862
H -5.902 8.157 14.130
H -7.406 9.139 13.946
H -6.455 10.174 15.965

For the molecular weight, the calculation gives 674.82 g mol⁻¹. Its SMILES is CCOC(=O)OC.CCOC(=O)OC.CCOC(=O)OC.COCCNCCOC.COCCNCCOC.CO.CO.CO. The HOMO-LUMO gap is 9.11 eV.

# 2
ORCA calculation (wB97M-V/def2-TZVPD) on a structure of composition C27H67CaN4O11.

Cartesian coordinates (Å):
Ca -3.182 -23.870 -4.511
C -3.938 -27.296 0.646
C -3.754 -26.273 -0.462
O -4.639 -25.573 -1.001
O -2.718 -26.366 -1.100
H -3.249 -28.113 0.430
H -4.901 -27.804 0.613
H -3.851 -26.862 1.642
C -3.163 -28.804 6.602
O -3.336 -28.474 7.919
H -4.125 -28.568 6.147
H -2.409 -28.192 6.108
H -2.939 -29.849 6.386
H -2.525 -28.628 8.408
C -6.178 -34.607 1.469
O -7.544 -34.640 0.937
C -8.192 -35.896 1.196
C -9.292 -36.075 0.116
N -8.604 -35.962 -1.188
C -7.695 -37.085 -1.617
C -6.177 -36.747 -1.565
O -6.190 -35.412 -2.003
C -4.959 -34.799 -1.863
H -6.203 -34.895 2.520
H -5.818 -33.599 1.265
H -5.642 -35.343 0.869
H -8.735 -35.892 2.141
H -7.506 -36.733 1.067
H -10.073 -35.316 0.165
H -9.691 -37.080 0.254
H -8.081 -35.098 -1.193
H -7.996 -37.226 -2.655
H -8.041 -37.937 -1.032
H -5.579 -37.354 -2.245
H -5.796 -36.919 -0.558
H -4.235 -35.341 -2.471
H -4.548 -34.573 -0.879
H -5.103 -33.777 -2.212
C 6.497 -26.918 -4.549
O 5.045 -26.959 -4.546
C 4.415 -26.464 -3.328
C 3.704 -27.482 -2.483
N 2.589 -28.051 -3.361
C 2.495 -29.527 -3.150
C 3.339 -30.438 -3.977
O 4.103 -29.720 -4.964
C 5.001 -30.689 -5.637
H 6.933 -25.937 -4.363
H 6.882 -27.259 -5.510
H 6.722 -27.584 -3.715
H 3.694 -25.747 -3.720
H 5.176 -25.938 -2.751
H 3.262 -27.023 -1.599
H 4.432 -28.219 -2.144
H 1.767 -27.610 -2.973
H 1.450 -29.746 -3.366
H 2.701 -29.886 -2.141
H 2.746 -31.292 -4.301
H 4.058 -30.859 -3.273
H 5.300 -31.572 -5.073
H 5.982 -30.237 -5.778
H 4.463 -31.072 -6.504
C -9.517 -22.328 -9.329
O -8.686 -22.962 -8.384
C -7.325 -23.297 -8.817
C -6.557 -23.806 -7.597
N -6.549 -22.955 -6.363
C -6.504 -21.506 -6.595
C -6.463 -20.634 -5.344
O -5.478 -21.214 -4.495
C -5.250 -20.675 -3.278
H -9.768 -22.994 -10.155
H -8.918 -21.459 -9.602
H -10.473 -22.077 -8.868
H -6.954 -22.380 -9.275
H -7.437 -24.049 -9.598
H -5.549 -23.754 -8.009
H -6.824 -24.824 -7.311
H -7.512 -23.133 -6.113
H -7.450 -21.181 -7.028
H -5.812 -21.244 -7.395
H -7.506 -20.525 -5.046
H -6.096 -19.634 -5.574
H -4.833 -19.668 -3.275
H -4.396 -21.271 -2.954
H -6.076 -20.895 -2.602
C -13.785 -24.335 1.242
O -12.526 -24.711 0.758
C -11.624 -23.624 0.289
C -10.108 -24.096 0.134
N -9.159 -23.820 1.220
C -9.406 -24.706 2.391
C -8.449 -24.346 3.626
O -8.905 -25.190 4.703
C -8.845 -24.669 5.982
H -13.760 -23.827 2.206
H -14.294 -25.288 1.381
H -14.060 -23.773 0.349
H -11.659 -22.760 0.953
H -11.891 -23.207 -0.682
H -9.649 -23.447 -0.612
H -10.013 -25.149 -0.132
H -8.292 -24.113 0.792
H -9.335 -25.750 2.088
H -10.433 -24.681 2.755
H -8.814 -23.321 3.697
H -7.385 -24.435 3.404
H -9.430 -25.175 6.750
H -9.383 -23.721 5.972
H -7.863 -24.654 6.456

Its net charge is +1. For the molecular weight, the calculation gives 663.93 g mol⁻¹. The HOMO-LUMO gap is 2.13 eV.

# 3
ORCA calculation (wB97M-V/def2-TZVPD) on a structure of composition C27H67CrF3O10.

Cartesian coordinates (Å):
Cr -1.794 -20.493 3.500
C -0.750 -20.092 6.079
C -0.407 -18.889 5.146
O -1.084 -18.838 3.951
H 0.093 -20.578 6.548
H -1.217 -20.805 5.326
H -1.478 -19.987 6.858
H 0.702 -18.790 5.015
H -0.667 -18.048 5.750
C -2.082 -23.555 4.055
O -1.011 -23.331 4.994
O -2.516 -22.406 3.391
C -1.504 -24.552 2.956
F -2.414 -25.075 2.234
F -0.659 -23.830 2.053
F -0.686 -25.519 3.314
C -1.173 -24.056 6.214
C -0.315 -23.530 7.307
H -0.175 -24.339 8.030
H 0.733 -23.395 6.908
H -0.672 -22.627 7.816
H -0.860 -25.104 5.992
H -2.237 -24.160 6.445
H -2.959 -24.065 4.533
C -3.291 -16.043 3.368
C -3.281 -15.155 4.571
C -2.391 -15.616 5.687
O -2.937 -13.870 4.161
H -2.229 -16.141 2.965
H -3.925 -15.564 2.649
H -3.621 -17.024 3.589
H -4.320 -15.118 4.918
H -2.702 -16.579 6.140
H -2.411 -14.801 6.410
H -1.338 -15.680 5.313
H -2.278 -13.891 3.445
C -5.501 -21.013 4.278
C -4.762 -19.750 3.962
C -5.596 -18.560 4.605
O -3.422 -19.746 4.528
H -5.109 -21.960 3.869
H -6.521 -20.954 3.841
H -5.591 -21.060 5.377
H -4.744 -19.684 2.900
H -5.432 -17.608 4.102
H -5.205 -18.486 5.663
H -6.628 -18.801 4.647
H -2.997 -18.856 4.535
C 2.643 -15.524 7.651
C 1.657 -16.682 7.774
C 2.377 -18.048 7.556
O 0.769 -16.643 8.911
H 3.243 -15.621 6.712
H 3.281 -15.446 8.516
H 2.045 -14.624 7.694
H 0.998 -16.553 6.940
H 2.940 -17.918 6.620
H 1.698 -18.894 7.435
H 3.052 -18.235 8.382
H 1.310 -16.509 9.673
C -1.773 -18.204 0.423
C -2.878 -18.938 1.082
C -4.091 -19.221 0.071
O -2.508 -20.244 1.647
H -1.768 -18.437 -0.632
H -0.749 -18.406 0.748
H -1.889 -17.106 0.518
H -3.215 -18.248 1.848
H -4.452 -20.199 0.404
H -3.825 -19.273 -0.992
H -4.906 -18.484 0.231
H -3.280 -20.793 1.668
C 0.172 -15.226 1.346
C 0.777 -16.285 2.286
C 2.277 -16.491 2.159
O 0.433 -16.014 3.669
H 0.151 -15.653 0.351
H 0.742 -14.297 1.362
H -0.866 -15.111 1.585
H 0.261 -17.244 2.083
H 2.672 -17.352 2.733
H 2.874 -15.617 2.455
H 2.511 -16.730 1.139
H 0.549 -15.080 3.805
C -2.006 -20.747 9.867
C -0.840 -19.852 10.181
C -0.357 -19.995 11.653
O 0.303 -20.156 9.255
H -2.946 -20.314 10.261
H -1.775 -21.690 10.339
H -2.187 -20.897 8.779
H -0.997 -18.841 9.938
H -1.065 -19.578 12.334
H 0.636 -19.548 11.695
H -0.259 -21.096 11.757
H 0.989 -20.591 9.716
C 2.144 -21.339 2.276
C 0.833 -20.752 1.835
C 0.408 -20.997 0.410
O -0.250 -21.348 2.523
H 2.046 -22.448 2.256
H 2.355 -21.119 3.310
H 2.957 -21.035 1.613
H 0.797 -19.674 2.066
H 1.156 -20.387 -0.170
H -0.605 -20.666 0.221
H 0.526 -22.031 0.059
H -0.344 -22.299 2.578

Its net charge is +1. For the molecular weight, the calculation gives 660.81 g mol⁻¹. The expectation value of S² is 3.770. As for the multiplicity: 4. The HOMO-LUMO gap (alpha / beta) is 8.20 / 9.39 eV.

# 4
ORCA calculation (wB97M-V/def2-TZVPD) on a structure of composition C27H67F2NO9PRb2.

Cartesian coordinates (Å):
Rb 2.958 -2.260 -3.257
Rb 2.159 1.055 -6.239
O 1.739 -0.264 -1.647
P 0.829 0.846 -2.181
O 0.955 1.477 -3.552
F 1.097 2.187 -1.172
F -0.679 0.314 -1.962
C -1.676 -2.859 -0.595
C -1.566 -3.588 0.752
C 0.006 -3.515 0.989
C 0.424 -3.540 2.424
C -0.415 -2.609 3.258
C -1.983 -2.855 3.170
N -2.301 -2.779 1.716
O -3.645 -2.697 1.492
C -2.396 -4.165 3.904
C -2.555 -1.597 3.891
C -2.049 -5.052 0.640
H -0.923 -3.233 -1.289
H -1.550 -1.778 -0.537
H -2.667 -2.866 -1.048
H 0.565 -4.290 0.464
H 0.396 -2.626 0.493
H 1.473 -3.279 2.566
H 0.308 -4.574 2.750
H -0.217 -1.670 2.740
H -0.101 -2.473 4.293
H -2.624 -4.111 4.968
H -3.226 -4.651 3.391
H -1.615 -4.911 3.750
H -2.327 -0.605 3.502
H -3.633 -1.724 3.793
H -2.393 -1.642 4.968
H -1.425 -5.496 -0.136
H -3.061 -5.164 0.250
H -1.972 -5.562 1.600
H -3.821 -1.755 1.437
C -1.347 -0.952 -6.699
C -0.955 -0.994 -5.243
C -2.058 -1.690 -4.354
O 0.369 -1.522 -5.127
H -0.595 -0.329 -7.183
H -2.319 -0.466 -6.785
H -1.356 -1.906 -7.227
H -0.913 0.011 -4.822
H -3.060 -1.291 -4.515
H -1.750 -1.801 -3.315
H -2.100 -2.715 -4.721
H 0.377 -2.373 -5.572
C 0.637 5.690 -0.059
C 1.580 4.829 0.806
C 1.565 5.250 2.284
O 1.113 3.524 0.843
H -0.389 5.596 0.297
H 0.760 5.444 -1.114
H 0.777 6.758 0.111
H 2.610 4.805 0.451
H 1.678 6.279 2.627
H 2.195 4.579 2.869
H 0.602 4.923 2.675
H 1.112 3.177 -0.052
C 4.568 -3.661 0.586
C 3.570 -2.510 0.576
C 3.661 -1.541 1.808
O 3.806 -1.748 -0.589
H 4.575 -4.112 1.579
H 5.581 -3.324 0.364
H 4.305 -4.498 -0.061
H 2.543 -2.864 0.494
H 3.253 -2.027 2.694
H 3.147 -0.603 1.601
H 4.711 -1.309 1.989
H 3.046 -1.166 -0.660
C -4.682 2.879 -1.441
C -3.814 1.977 -2.433
C -2.815 2.847 -3.130
O -3.225 0.974 -1.656
H -3.958 3.461 -0.869
H -5.201 2.211 -0.754
H -5.430 3.456 -1.984
H -4.464 1.538 -3.190
H -2.544 2.338 -4.054
H -1.923 3.060 -2.541
H -3.265 3.778 -3.474
H -2.317 0.869 -1.950
C -1.137 1.082 1.346
C -2.472 1.635 1.850
C -2.493 3.140 1.614
O -3.603 1.043 1.179
H -1.140 -0.002 1.466
H -0.275 1.442 1.907
H -0.986 1.302 0.289
H -2.609 1.501 2.923
H -3.472 3.590 1.776
H -2.361 3.216 0.535
H -1.679 3.728 2.038
H -3.380 0.960 0.249
C 5.823 1.160 0.693
C 4.756 2.117 1.313
C 5.381 3.390 1.798
O 3.787 2.402 0.322
H 5.311 0.217 0.502
H 6.704 0.915 1.286
H 6.184 1.468 -0.289
H 4.342 1.576 2.164
H 4.645 4.166 2.009
H 6.061 3.758 1.029
H 5.988 3.308 2.700
H 2.879 2.342 0.630

Its net charge is +2. For the molecular weight, the calculation gives 789.74 g mol⁻¹. The expectation value of S² is 0.754. As for the multiplicity: 2. The HOMO-LUMO gap (alpha / beta) is 7.69 / 5.13 eV.

Question: The highest molecular weight belongs to which entry?
Answer: C27H67F2NO9PRb2